No. 1
C4H6O2 | ωB97M-V/def2-TZVPD

```
12
Properties=species:S:1:pos:R:3:mulliken_charge:R:1
O 0.451 1.114 0.469 -0.2818
H 1.289 -0.983 -0.783 0.1250
C 0.057 -1.221 1.081 -0.3278
H -0.506 2.043 -1.066 0.2563
O -0.535 -0.144 -1.139 -0.2991
H 0.974 1.122 -1.509 0.3755
H -0.868 -1.738 1.464 0.2289
C -0.209 0.201 1.149 -0.0884
H 0.978 -1.590 1.129 0.3486
H -1.180 0.681 1.234 0.3717
C 0.130 1.071 -0.866 -0.3157
C 0.020 -1.267 -0.549 -0.3931
```

Computed properties:
HOMO ... -8.075 eV
Electronic energy ... -8333.32173 eV
Lowest unoccupied orbital energy ... -0.588 eV
Net charge ... 0
Energy above the lowest of the compared OMol25 structures with the same formula, charge and spin ... 164.6 kcal/mol
Molar mass ... 86.1 g mol⁻¹
HOMO-LUMO gap ... 0.2751 hartree

***

No. 2
C4H6O2 | ωB97M-V/def2-TZVPD

```
12
Properties=species:S:1:pos:R:3:mulliken_charge:R:1
H 2.026 0.217 -0.848 0.2904
O -0.734 -1.952 -1.314 -0.4715
H 1.928 0.416 0.903 0.3313
C -0.928 0.986 0.454 0.0848
O -2.105 0.760 0.021 -0.5959
H -1.575 -1.124 0.299 0.2926
C 0.037 0.063 -0.100 0.3545
H 1.816 -1.166 0.168 0.3486
C -0.845 -1.052 -0.527 -0.0344
C 1.510 -0.118 0.051 -1.1057
H -0.392 1.558 -0.567 0.1694
H -0.740 1.411 1.459 0.3358
```

Computed properties:
HOMO ... -9.500 eV
Electronic energy ... -8335.76467 eV
Lowest unoccupied orbital energy ... -0.859 eV
Net charge ... 0
Energy above the lowest of the compared OMol25 structures with the same formula, charge and spin ... 108.3 kcal/mol
Molar mass ... 86.1 g mol⁻¹
HOMO-LUMO gap ... 0.3175 hartree

***

No. 3
C4H6O2 | ωB97M-V/def2-TZVPD

```
12
Properties=species:S:1:pos:R:3:mulliken_charge:R:1
H -1.856 1.242 -0.317 0.3337
C -0.900 -0.827 -0.310 -0.2200
C 0.357 1.154 -0.161 0.8162
C 1.236 -0.085 0.189 -0.4845
C -0.981 0.648 -0.091 -1.0022
H -0.351 -0.227 1.236 0.4980
H -1.748 -1.428 0.018 0.2515
H 1.967 0.096 0.976 0.2497
H -0.483 -1.232 -1.243 0.2320
O 0.215 -1.030 0.711 -0.2971
O 0.845 2.260 -0.334 -0.6495
H 1.698 -0.571 -0.674 0.2722
```

Computed properties:
HOMO ... -8.230 eV
Electronic energy ... -8336.53522 eV
Lowest unoccupied orbital energy ... 0.641 eV
Net charge ... 0
Energy above the lowest of the compared OMol25 structures with the same formula, charge and spin ... 90.5 kcal/mol
Molar mass ... 86.1 g mol⁻¹
HOMO-LUMO gap ... 0.3260 hartree